59
Properties=species:S:1:pos:R:3:forces:R:3 method="wB97M-V/def2-TZVPD" de_lowest_kj_mol=0.0 energy_ha=-3134.212704 smiles="O=C(F)NC(=O)BPP(=O)(O)O.CCOC(=O)C(F)(F)F.CCOC(=O)C(F)(F)F.CCOC(=O)C(F)(F)F" multiplicity=1
O -3.397615 -2.934162 -0.426663 0.0 0.3 -0.4
C -3.192832 -2.194468 -1.320736 0.0 -0.1 0.3
F -3.339118 -2.603931 -2.615481 0.0 -0.1 0.3
N -2.786710 -0.845785 -1.288882 0.2 0.1 -0.2
C -3.773457 0.121136 -1.685538 0.3 -0.1 -0.1
O -4.732579 0.285482 -0.989564 -0.7 -0.1 0.3
B -3.598702 0.970708 -3.038251 0.5 0.1 0.2
P -2.197094 0.726134 -4.285921 -0.6 -0.3 -0.5
P -0.841237 2.323725 -3.801207 0.7 -0.2 -0.3
O 0.480138 2.055001 -4.370524 -0.1 0.0 0.2
O -1.597626 3.592647 -4.398060 -0.2 0.0 0.4
O -0.855103 2.500776 -2.202291 -0.3 0.1 -0.1
H -1.907807 -0.700019 -1.773313 -0.1 -0.2 -0.2
H -4.449038 1.761118 -3.259529 0.1 0.2 0.0
H -1.462529 -0.353353 -3.768900 0.2 0.1 0.2
H -1.382455 4.402867 -3.916674 -0.1 0.2 -0.3
H -0.780319 3.410612 -1.888864 0.1 0.0 0.1
C 3.256041 8.673611 -3.933127 0.0 -0.1 0.0
C 1.903605 9.279446 -3.640591 0.1 0.2 -0.1
O 0.904339 8.246483 -3.436370 0.0 0.0 0.0
C 0.855392 7.716397 -2.231392 0.0 -0.1 0.0
O 1.516809 7.973351 -1.271747 0.0 0.0 0.0
C -0.279547 6.666907 -2.182350 0.1 0.0 0.0
F -0.263164 5.870815 -3.277007 0.0 0.0 0.0
F -1.470221 7.261503 -2.132447 0.0 0.0 0.0
F -0.156156 5.873297 -1.123197 0.0 0.0 0.0
H 3.197693 8.003713 -4.790752 0.0 0.0 0.0
H 3.969437 9.465936 -4.156963 0.0 0.0 0.0
H 3.625918 8.108615 -3.078382 0.0 0.0 0.0
H 1.529070 9.853110 -4.484408 0.0 -0.1 0.0
H 1.927201 9.924219 -2.763449 0.0 -0.1 0.1
C -0.295946 -3.861759 0.744733 0.2 -0.1 -0.1
C -0.488641 -5.039569 -0.181171 -0.3 0.1 0.0
O 0.768596 -5.460487 -0.765086 0.0 0.0 0.0
C 1.518795 -6.257409 -0.025173 0.1 0.0 0.0
O 1.285740 -6.684351 1.066339 0.0 0.0 0.0
C 2.800169 -6.635896 -0.808120 -0.1 0.0 0.1
F 3.341929 -5.573690 -1.409908 0.0 0.0 0.0
F 2.499715 -7.541297 -1.749768 0.0 0.0 0.0
F 3.703921 -7.163733 0.008468 0.0 0.0 0.0
H 0.197743 -3.042338 0.218706 -0.1 0.0 0.0
H -1.262003 -3.515736 1.108162 0.0 0.0 0.0
H 0.319139 -4.138171 1.598786 -0.1 0.0 0.0
H -1.112498 -4.783179 -1.034696 0.1 0.0 0.0
H -0.947435 -5.883277 0.332176 0.1 0.0 0.0
C 1.719967 -4.691381 7.584633 0.0 0.1 -0.1
C 0.312479 -4.141256 7.600981 0.0 -0.2 0.2
O 0.176673 -3.028842 6.685128 0.0 0.0 0.0
C -0.028047 -3.346235 5.418054 0.0 0.1 0.0
O -0.116545 -4.438140 4.940406 0.0 0.0 0.0
C -0.192682 -2.059675 4.573940 0.0 -0.2 0.1
F 0.723760 -1.141379 4.888370 0.0 0.0 0.0
F -1.404843 -1.533016 4.784359 0.0 0.0 0.0
F -0.075474 -2.351268 3.282973 0.0 0.1 0.0
H 2.439874 -3.904035 7.808277 0.0 0.0 0.0
H 1.816036 -5.475797 8.334831 0.0 0.0 0.0
H 1.962210 -5.114617 6.610632 0.0 0.0 0.0
H 0.056521 -3.725737 8.572696 0.0 0.1 0.0
H -0.421485 -4.903619 7.343851 0.0 0.0 -0.1